1.
{"formula": "C32H32IN4O4RuS2", "method": "ωB97M-V/def2-TZVPD", "max_force_ev_per_a": 4.61, "mol_weight_g_mol": 828.74, "orbital_gap_ha": [0.2321, 0.2309], "charge": 1, "species": ["Ru", "I", "C", "C", "C", "C", "C", "C", "C", "C", "C", "C", "H", "H", "H", "H", "H", "H", "C", "C", "C", "C", "C", "C", "C", "S", "O", "O", "N", "C", "C", "C", "C", "C", "C", "C", "C", "N", "C", "H", "H", "H", "H", "H", "H", "H", "H", "H", "H", "H", "H", "H", "O", "C", "O", "H", "C", "N", "C", "C", "S", "N", "C", "C", "H", "H", "H", "H", "H", "H", "H", "H", "H", "H", "H", "H"], "positions_angstrom": [[-0.564, 0.074, -0.091], [1.128, -0.943, 1.822], [0.805, 0.810, 2.895], [1.669, 1.147, 3.888], [1.411, 2.310, 4.652], [0.291, 3.043, 4.413], [-0.623, 2.683, 3.387], [-1.827, 3.398, 3.199], [-2.723, 2.999, 2.250], [-2.424, 1.923, 1.392], [-1.245, 1.234, 1.497], [-0.344, 1.567, 2.554], [2.541, 0.543, 4.099], [2.099, 2.591, 5.437], [0.069, 3.916, 5.014], [-2.032, 4.252, 3.832], [-3.662, 3.524, 2.129], [-3.155, 1.636, 0.647], [3.839, 4.597, -5.379], [3.465, 3.697, -4.236], [4.387, 2.809, -3.691], [4.035, 1.970, -2.645], [2.745, 2.028, -2.138], [1.809, 2.923, -2.648], [2.180, 3.747, -3.692], [2.280, 0.905, -0.874], [3.441, 0.128, -0.536], [1.623, 1.636, 0.190], [1.049, -0.008, -1.378], [1.158, -0.919, -2.415], [2.197, -1.038, -3.308], [2.101, -1.958, -4.372], [0.995, -2.740, -4.545], [-0.066, -2.658, -3.614], [-1.244, -3.422, -3.705], [-2.210, -3.261, -2.758], [-2.001, -2.369, -1.694], [-0.905, -1.653, -1.545], [0.045, -1.766, -2.530], [4.831, 4.366, -5.761], [3.832, 5.642, -5.063], [3.124, 4.502, -6.197], [5.393, 2.773, -4.089], [4.749, 1.280, -2.215], [0.816, 2.968, -2.224], [1.461, 4.450, -4.097], [3.081, -0.427, -3.208], [2.922, -2.024, -5.073], [0.915, -3.423, -5.380], [-1.371, -4.117, -4.526], [-3.139, -3.811, -2.797], [-2.770, -2.257, -0.952], [-2.330, 0.416, -1.305], [-1.970, 1.572, -1.723], [-0.932, 2.077, -1.289], [-2.597, 2.096, -2.451], [-3.067, -0.627, 3.911], [-2.581, -1.975, 3.613], [-3.275, -3.024, 4.366], [-1.938, -2.251, 2.464], [-2.313, -1.245, 1.087], [-1.121, -3.300, 2.428], [-0.633, -3.900, 1.196], [-0.600, -3.934, 3.636], [-3.087, -0.519, 4.995], [-4.073, -0.469, 3.517], [-2.399, 0.119, 3.494], [-4.343, -2.801, 4.352], [-2.941, -3.056, 5.404], [-3.124, -3.995, 3.907], [-0.990, -3.347, 0.338], [-0.974, -4.935, 1.134], [0.459, -3.898, 1.197], [-0.719, -3.273, 4.489], [0.463, -4.121, 3.482], [-1.092, -4.887, 3.836]]}

2.
{"formula": "C4H14N2", "method": "ωB97M-V/def2-TZVPD", "max_force_ev_per_a": 1.36, "mol_weight_g_mol": 90.17, "orbital_gap_ha": [0.0940, 0.3246], "charge": -1, "spin_multiplicity": 2, "species": ["C", "C", "C", "H", "H", "H", "H", "H", "H", "H", "H", "N", "C", "N", "H", "H", "H", "H", "H", "H"], "positions_angstrom": [[0.663, 2.856, -2.339], [0.307, 1.468, -1.852], [1.413, 0.440, -2.116], [-0.128, 3.294, -2.962], [1.555, 2.841, -2.953], [0.851, 3.598, -1.553], [-0.628, 1.079, -2.277], [-0.029, 1.382, -0.813], [1.109, -0.527, -1.715], [1.527, 0.230, -3.184], [2.314, 0.741, -1.577], [-0.921, -0.449, 1.766], [-1.160, -1.679, 2.482], [-0.419, -2.781, 1.933], [-0.072, 0.048, 2.025], [-1.699, 0.205, 1.870], [-0.961, -1.548, 3.561], [-2.224, -1.900, 2.458], [0.085, -2.452, 1.113], [0.312, -3.109, 2.553]]}

3.
{"formula": "C17H39BrN8O18S", "method": "ωB97M-V/def2-TZVPD", "max_force_ev_per_a": 0.83, "smiles": "CC(=O)NCCCC[C@H]1C[C@@H](Br)CS(=O)(=O)O1.C[N+](=O)[O-].C[N+](=O)[O-].C[N+](=O)[O-].C[N+](=O)[O-].C[N+](=O)[O-].C[N+](=O)[O-].C[N+](=O)[O-]", "mol_weight_g_mol": 755.51, "orbital_gap_ha": 0.3269, "charge": 0, "species": ["C", "C", "O", "N", "C", "C", "C", "C", "C", "C", "C", "Br", "C", "S", "O", "O", "O", "H", "H", "H", "H", "H", "H", "H", "H", "H", "H", "H", "H", "H", "H", "H", "H", "H", "H", "C", "N", "O", "O", "H", "H", "H", "C", "N", "O", "O", "H", "H", "H", "C", "N", "O", "O", "H", "H", "H", "C", "N", "O", "O", "H", "H", "H", "C", "N", "O", "O", "H", "H", "H", "C", "N", "O", "O", "H", "H", "H", "C", "N", "O", "O", "H", "H", "H"], "positions_angstrom": [[2.971, -4.897, -1.149], [2.843, -4.137, -2.447], [2.126, -4.547, -3.327], [3.558, -2.932, -2.611], [2.834, -1.691, -2.321], [2.044, -1.653, -1.012], [1.351, -0.299, -0.803], [0.338, 0.087, -1.883], [-1.098, -0.386, -1.612], [-1.918, -0.498, -2.903], [-2.104, -1.929, -3.387], [-0.472, -2.922, -3.709], [-2.982, -2.670, -2.378], [-2.419, -2.436, -0.699], [-3.373, -1.616, -0.002], [-2.064, -3.706, -0.146], [-1.074, -1.634, -0.867], [3.605, -4.387, -0.424], [3.310, -5.917, -1.330], [1.965, -4.957, -0.722], [4.455, -2.955, -2.143], [3.592, -0.902, -2.249], [2.210, -1.418, -3.175], [2.762, -1.791, -0.194], [1.311, -2.460, -0.921], [2.145, 0.457, -0.793], [0.874, -0.251, 0.176], [0.238, 1.179, -1.874], [0.686, -0.170, -2.883], [-1.547, 0.385, -0.980], [-2.927, -0.106, -2.732], [-1.463, 0.118, -3.681], [-2.643, -1.915, -4.335], [-3.021, -3.743, -2.556], [-3.988, -2.247, -2.428], [-1.078, 1.212, 3.506], [0.034, 1.055, 2.533], [0.992, 0.380, 2.854], [-0.089, 1.598, 1.456], [-0.820, 0.673, 4.409], [-1.207, 2.272, 3.698], [-1.965, 0.801, 3.037], [2.218, -1.342, -6.899], [2.024, -0.335, -5.821], [2.950, 0.394, -5.542], [0.939, -0.330, -5.277], [3.225, -1.239, -7.284], [2.057, -2.320, -6.452], [1.474, -1.144, -7.664], [-2.197, 5.937, 3.207], [-2.814, 5.020, 4.200], [-2.112, 4.168, 4.709], [-3.981, 5.202, 4.463], [-1.157, 5.659, 3.088], [-2.751, 5.819, 2.282], [-2.301, 6.945, 3.598], [-7.170, 5.941, 5.374], [-7.284, 7.383, 5.727], [-6.323, 8.096, 5.525], [-8.341, 7.750, 6.197], [-6.183, 5.759, 4.969], [-7.337, 5.373, 6.284], [-7.944, 5.727, 4.643], [3.149, -1.812, 4.085], [4.141, -2.882, 3.788], [5.050, -2.619, 3.031], [3.966, -3.954, 4.328], [3.428, -0.920, 3.538], [2.175, -2.175, 3.771], [3.166, -1.643, 5.157], [-4.813, 1.615, 1.541], [-4.359, 2.982, 1.927], [-3.165, 3.153, 2.096], [-5.209, 3.835, 2.030], [-3.947, 0.966, 1.473], [-5.507, 1.278, 2.304], [-5.314, 1.703, 0.582], [7.687, -2.635, -2.923], [7.313, -2.137, -1.571], [8.086, -1.410, -0.994], [6.237, -2.502, -1.137], [8.659, -2.231, -3.177], [7.705, -3.720, -2.873], [6.919, -2.299, -3.614]]}

4.
{"formula": "C3H11ClN2Si", "method": "ωB97M-V/def2-TZVPD", "max_force_ev_per_a": 3.09, "smiles": "C[Si](C)(C)Cl.[H]/N=N\\[H]", "mol_weight_g_mol": 138.67, "orbital_gap_ha": 0.3514, "charge": 0, "species": ["C", "Si", "C", "C", "Cl", "H", "H", "H", "H", "H", "H", "H", "H", "H", "H", "N", "N", "H"], "positions_angstrom": [[-0.300, 0.553, -1.661], [-0.503, -0.511, -0.049], [-2.252, -1.436, -0.204], [-0.479, 0.584, 1.504], [0.931, -2.025, -0.192], [-1.320, 0.901, -1.934], [0.358, 1.421, -1.524], [0.045, -0.149, -2.423], [-2.308, -2.345, 0.381], [-3.037, -0.775, 0.107], [-2.356, -1.908, -1.188], [-1.453, 0.907, 1.653], [-0.188, -0.057, 2.326], [0.157, 1.464, 1.421], [2.614, -0.357, 0.389], [2.502, 0.687, 0.742], [3.273, 1.604, 0.576], [4.315, 1.441, 0.077]]}

- Look up the charge of the first one.
  +1